# 1
C9H12N4O | ωB97M-V/def2-TZVPD

Calculated values
- SMILES string = C=c1[nH]c(N)n/c1=C/C=C\NC(C)=O
- energy above the lowest of the compared OMol25 structures with the same formula, charge and spin (kcal per mole) = 48.0
- spin multiplicity = 1
- LUMO energy (eV) = 0.39
- F_max (eV Å⁻¹) = 5.369
- total charge = 0
- gap between HOMO and LUMO (eV) = 8.20

The geometry in XYZ format:
```
26
Properties=species:S:1:pos:R:3:forces:R:3:lowdin_charge:R:1
C -0.487 2.170 -0.244 1.4 1.4 1.1 -0.0555
C -0.426 -0.099 2.029 1.6 0.5 0.0 0.0806
C -1.359 1.217 0.075 0.6 -1.9 -0.4 -0.2359
C -1.301 0.075 1.065 -1.4 1.1 -0.2 -0.2645
C -3.040 -0.094 -0.409 0.8 -0.5 2.7 -0.5017
C 2.905 -0.221 -0.443 0.6 -0.1 1.5 -0.5489
C 0.807 2.589 0.373 1.0 -0.5 0.1 -0.0962
C 1.995 1.914 0.254 -4.9 -1.5 -0.5 -0.0512
C 2.596 -1.607 -0.843 2.1 -1.9 -0.1 -0.0177
N -2.385 0.886 -0.786 -0.5 3.5 -2.8 0.1281
N -2.528 -0.563 0.818 -0.1 0.2 -0.7 0.1292
N -4.078 -0.684 -1.006 -3.6 -3.9 0.9 0.1395
N 1.795 0.587 -0.310 -0.6 0.9 0.2 0.0606
O 4.029 0.105 -0.073 -0.8 0.4 -0.5 0.0333
H -0.730 3.005 -0.881 -0.9 -0.5 -0.8 0.1108
H -0.230 -0.888 2.709 -0.8 -0.8 0.5 0.0543
H 0.682 3.600 0.747 0.8 0.0 0.2 0.0956
H 0.371 0.624 2.056 0.1 0.2 -0.1 0.0531
H 2.927 2.106 0.695 1.1 0.5 0.1 0.0958
H 1.784 -1.545 -1.480 -2.2 -0.5 -1.0 0.0415
H 3.388 -2.140 -1.449 -0.4 1.1 0.7 0.1071
H 2.475 -2.272 0.044 -0.4 0.7 -0.6 0.1041
H -2.721 -1.476 1.079 -0.1 -1.8 0.8 0.1115
H -4.898 -0.221 -1.396 1.1 0.8 -0.1 0.1070
H -4.541 -1.515 -0.459 1.7 2.1 -1.2 0.1505
H 0.735 0.293 -0.444 3.4 0.6 0.1 0.1691
```
Positions in Å, forces in eV/Å.

# 2
C9H12N4O | ωB97M-V/def2-TZVPD

Calculated values
- SMILES string = CC[C@@](C)(O)/C(=C/C#N)n1cncn1
- energy above the lowest of the compared OMol25 structures with the same formula, charge and spin (kcal per mole) = 53.8
- spin multiplicity = 1
- LUMO energy (eV) = -0.15
- F_max (eV Å⁻¹) = 4.959
- total charge = 0
- gap between HOMO and LUMO (eV) = 9.93

The geometry in XYZ format:
```
26
Properties=species:S:1:pos:R:3:forces:R:3:lowdin_charge:R:1
C -2.509 -2.355 0.422 -2.7 -2.0 -0.3 -0.2013
C -3.422 2.251 0.139 -0.2 -2.5 -1.9 -0.1929
C -3.191 0.331 -0.844 -1.3 2.8 1.7 -0.0998
C -1.293 -1.610 0.457 -1.3 0.0 -0.4 -0.0395
C -1.058 -0.322 0.260 0.4 0.5 0.0 -0.1074
C 1.211 -0.730 -1.909 -2.3 -4.1 1.5 -0.0691
C 0.752 0.285 1.971 0.3 -0.8 -2.2 0.0313
C 1.381 -0.718 -0.355 1.4 1.4 -1.4 -0.1831
C 0.421 0.209 0.382 -2.0 -1.1 2.0 -0.5288
N -3.403 -3.119 0.356 2.3 2.2 0.2 0.1539
N -4.028 1.353 -0.685 -0.8 -0.6 -1.7 0.0794
N -2.310 1.771 0.549 3.7 0.3 1.5 0.0869
N -2.111 0.587 -0.074 -0.1 -0.8 0.5 -0.0409
O 0.416 1.474 -0.152 -0.9 2.9 1.8 -0.0477
H -3.667 3.273 0.181 -0.7 0.8 0.8 0.1024
H -3.388 -0.530 -1.408 0.0 -1.0 -0.6 0.1159
H -0.488 -2.263 0.561 1.4 -0.8 0.3 0.0987
H 1.195 0.236 -2.238 -0.2 2.5 -1.0 0.0292
H 0.213 -1.299 -2.202 1.9 1.3 0.4 0.1150
H 2.040 -1.268 -2.359 0.0 0.0 -0.1 0.0687
H 1.673 -0.276 2.120 0.1 0.1 0.3 0.0758
H -0.032 -0.136 2.591 -0.1 0.2 0.1 0.0795
H 0.946 1.330 2.111 0.0 0.4 0.7 0.0709
H 1.468 -1.705 0.111 -0.1 0.2 -0.2 0.1116
H 2.370 -0.196 -0.299 -0.5 -0.6 0.7 0.1329
H -0.131 2.063 0.556 1.6 -1.8 -2.7 0.1586
```
Positions in Å, forces in eV/Å.

# 3
C9H12N4O3Pd | ωB97M-V/def2-TZVPD

Calculated values
- energy above the lowest of the compared OMol25 structures with the same formula, charge and spin (kcal per mole) = 0.0
- spin multiplicity = 1
- LUMO energy (spin up / spin down) (eV) = 5.04 / 5.04
- F_max (eV Å⁻¹) = 0.661
- total charge = -2
- gap between HOMO and LUMO (spin up / spin down) (eV) = 4.78 / 4.79

The geometry in XYZ format:
```
29
Properties=species:S:1:pos:R:3:forces:R:3:lowdin_charge:R:1
Pd 0.738 0.688 0.302 0.0 -0.6 0.2 0.4063
N -2.040 2.520 0.040 0.0 0.1 0.1 -0.0476
C -2.733 1.506 0.843 0.0 0.0 0.0 -0.2564
C -2.010 0.938 2.083 -0.1 -0.2 -0.1 -0.6045
O -2.721 0.864 3.126 0.0 0.0 0.0 -0.1272
N -0.772 0.522 1.909 0.1 0.6 0.0 -0.0691
C -0.121 -0.031 3.088 -0.1 0.0 0.0 -0.2048
C 1.338 0.409 3.363 0.0 -0.1 0.0 -0.7508
O 1.830 -0.063 4.419 0.0 0.0 0.0 -0.1326
O 1.907 1.171 2.543 0.0 0.0 -0.1 -0.1538
H -1.107 2.134 -0.133 0.1 -0.1 -0.1 -0.0266
H -1.857 3.306 0.658 0.0 0.0 0.0 0.0448
H -2.977 0.663 0.186 0.0 0.0 0.0 0.0867
H -3.673 1.925 1.206 0.0 0.0 0.0 0.0807
H -0.094 -1.128 3.008 0.0 0.0 0.0 0.0974
H -0.697 0.194 3.988 0.0 0.0 0.0 0.0913
N 0.562 1.032 -2.754 0.5 -0.3 0.1 0.0727
C 0.963 -0.279 -2.510 -0.1 0.2 0.0 -0.4172
C 0.867 -1.293 -3.454 0.1 -0.2 0.0 -0.0659
C 1.260 -2.580 -3.106 -0.1 0.1 -0.1 -0.1331
C 1.773 -2.794 -1.837 0.1 -0.1 0.1 -0.1201
C 1.865 -1.723 -0.960 0.1 -0.1 -0.1 -0.1533
N 1.451 -0.486 -1.265 -0.3 0.3 -0.1 -0.0604
H -0.342 1.114 -3.193 0.0 0.0 0.1 0.0739
H 0.590 1.471 -1.818 -0.4 0.3 -0.1 0.0138
H 0.476 -1.071 -4.439 0.0 0.0 0.0 0.0903
H 1.173 -3.393 -3.818 0.0 0.0 0.0 0.0811
H 2.094 -3.777 -1.516 0.0 0.0 0.0 0.0826
H 2.260 -1.840 0.040 0.0 0.0 0.0 0.1018
```
Positions in Å, forces in eV/Å.